# 1
This record from OMol25 describes a molecular structure, C38H33P3ReS6Sb at a distorted geometry. The level of theory is wB97M-V/def2-TZVPD.

Structure (ORCA input):
```
! wB97M-V def2-TZVPD RIJCOSX def2/J DEFGRID3
* xyz 2 1
Re 2.425 0.089 -0.321
S 1.672 1.870 -1.754
P 0.161 1.888 -0.370
C 0.651 0.450 0.504
P 0.241 0.158 2.191
S 2.064 -0.020 3.169
C -0.707 1.399 3.036
C -2.094 1.383 2.858
C -2.879 2.319 3.513
C -2.281 3.254 4.353
C -0.903 3.262 4.539
C -0.108 2.335 3.882
C -0.621 -1.390 2.268
C -0.891 -1.969 3.513
C -1.566 -3.178 3.561
C -1.972 -3.798 2.379
C -1.706 -3.219 1.146
C -1.026 -2.009 1.087
C 0.224 3.364 0.632
C -0.929 4.109 0.894
C -0.837 5.267 1.660
C 0.394 5.677 2.155
C 1.545 4.934 1.896
C 1.463 3.779 1.134
C -1.417 1.820 -1.181
C -2.415 0.967 -0.721
C -3.663 0.977 -1.327
C -3.908 1.841 -2.387
C -2.907 2.690 -2.854
C -1.655 2.683 -2.255
H -2.565 0.629 2.236
H -3.956 2.307 3.386
H -2.898 3.976 4.878
H -0.446 3.991 5.200
H 0.967 2.360 4.021
H -0.575 -1.485 4.432
H -1.777 -3.641 4.520
H -2.499 -4.746 2.425
H -2.020 -3.710 0.230
H -0.789 -1.560 0.128
H -1.890 3.792 0.505
H -1.728 5.855 1.861
H 0.461 6.589 2.742
H 2.505 5.268 2.277
H 2.361 3.212 0.919
H -2.216 0.277 0.095
H -4.444 0.312 -0.974
H -4.886 1.850 -2.858
H -3.105 3.358 -3.687
H -0.874 3.341 -2.626
S 4.314 -2.211 2.295
Sb 6.343 -0.997 1.180
S 4.536 0.530 -0.177
S 2.571 -1.447 1.676
S 6.696 -2.463 -0.414
C 3.670 -1.926 -2.826
P 2.096 -1.614 -1.998
C 1.536 -3.222 -1.400
C 0.496 -3.930 -2.008
C 0.155 -5.196 -1.538
C 0.848 -5.759 -0.474
C 1.908 -5.073 0.109
C 2.254 -3.813 -0.357
C 0.941 -1.050 -3.259
C -0.423 -0.949 -2.975
C -1.296 -0.446 -3.928
C -0.809 -0.024 -5.162
C 0.549 -0.107 -5.440
C 1.424 -0.620 -4.489
H 3.482 -2.596 -3.669
H 4.343 -2.402 -2.117
H 4.126 -1.001 -3.169
H -0.040 -3.515 -2.853
H -0.646 -5.749 -2.019
H 0.579 -6.748 -0.113
H 2.477 -5.526 0.913
H 3.131 -3.321 0.059
H -0.806 -1.258 -2.007
H -2.356 -0.381 -3.711
H -1.492 0.369 -5.910
H 0.930 0.222 -6.401
H 2.483 -0.686 -4.724
*
```

Properties
frontier orbital gap (alpha / beta) = 5.409 / 5.480 eV
E_HOMO (alpha / beta) = -13.2 / -13.1 eV

# 2
This record from OMol25 describes a molecular structure, C17H22N3O3PtS. The level of theory is wB97M-V/def2-TZVPD.

Structure (ORCA input):
```
! wB97M-V def2-TZVPD RIJCOSX def2/J DEFGRID3
* xyz 3 5
Pt 0.728 0.288 -0.699
N 3.808 -2.197 -2.311
C 3.180 -1.156 -1.820
O 2.023 -1.297 -1.328
C 3.882 0.184 -1.820
C 2.935 1.326 -1.777
H 3.373 -3.108 -2.301
H 4.729 -2.117 -2.717
H 4.527 0.252 -2.705
H 4.549 0.197 -0.953
H 2.250 1.462 -2.613
H 3.183 2.206 -1.201
N -2.409 0.967 -4.594
C -2.313 1.660 -3.267
C -1.221 0.986 -2.445
O -1.098 1.357 -1.236
O -0.471 0.159 -2.979
H -2.574 1.618 -5.366
H -3.160 0.273 -4.613
H -1.521 0.466 -4.750
H -3.273 1.636 -2.759
H -2.036 2.701 -3.432
N 0.878 1.248 1.054
S 0.663 0.441 2.511
C 0.405 -1.152 1.749
C -0.500 -1.272 0.660
C -0.575 -2.522 0.011
C 0.212 -3.580 0.427
C 1.083 -3.426 1.502
C 1.199 -2.193 2.158
C -0.886 0.999 3.135
C -1.859 1.583 2.326
C -3.030 2.009 2.926
C -3.219 1.838 4.295
C -2.238 1.254 5.087
C -1.048 0.845 4.511
H 1.029 2.249 1.200
H -1.341 -0.589 0.562
H -1.288 -2.657 -0.791
H 0.124 -4.542 -0.060
H 1.684 -4.261 1.838
H 1.905 -2.072 2.970
H -1.703 1.712 1.262
H -3.797 2.483 2.330
H -4.139 2.178 4.752
H -2.390 1.138 6.151
H -0.259 0.423 5.124
*
```

Properties
frontier orbital gap (alpha / beta) = 8.123 / 5.720 eV
E_HOMO (alpha / beta) = -17.1 / -17.8 eV

# 3
This record from OMol25 describes 4 unconnected molecules or ions with the total composition C4H11NO3 at a distorted geometry. The level of theory is wB97M-V/def2-TZVPD.

Structure (ORCA input):
```
! wB97M-V def2-TZVPD RIJCOSX def2/J DEFGRID3
* xyz -1 2
C -0.052 -0.581 0.551
C -0.865 -0.468 1.647
N -1.060 0.859 1.879
C -0.463 1.589 0.908
C 0.209 0.721 0.066
H 0.353 -1.495 0.147
H -1.256 -1.256 2.269
H -1.591 1.273 2.645
H -0.634 2.646 0.795
H 1.013 1.085 -0.562
H 0.932 -1.988 -2.946
H -0.167 -1.084 -2.297
O 0.786 -1.282 -2.317
H 3.040 -0.076 0.353
H 2.196 0.246 1.544
O 3.111 0.019 1.307
H -1.809 0.515 -2.514
H -1.792 -0.331 -1.258
O -1.951 -0.392 -2.217
*
```

Properties
frontier orbital gap (alpha / beta) = 2.417 / 8.274 eV
E_HOMO (alpha / beta) = 0.9 / -5.1 eV

# 4
This record from OMol25 describes C17H30N4O5S in the gas phase at a distorted geometry. The level of theory is wB97M-V/def2-TZVPD.

Structure (ORCA input):
```
! wB97M-V def2-TZVPD RIJCOSX def2/J DEFGRID3
* xyz 0 1
C -4.892 1.958 3.996
C -3.952 2.780 4.865
O -2.608 2.727 4.386
C -2.312 3.567 3.372
O -3.083 4.360 2.885
N -1.022 3.427 2.987
C -0.517 4.173 1.861
C -0.011 3.220 0.777
N 0.905 2.247 1.349
C 1.461 1.201 0.683
O 2.215 0.434 1.255
C 1.072 1.040 -0.781
C 2.194 0.398 -1.610
C 2.388 -1.084 -1.283
N 1.150 -1.834 -1.339
S 0.672 -2.248 -2.878
O 0.853 -1.195 -3.835
O -0.638 -2.822 -2.775
N 1.859 -3.395 -3.178
C 1.598 -4.630 -2.461
C 0.757 -5.515 -3.403
C 0.882 -4.846 -4.783
C 1.953 -3.768 -4.579
C 0.112 -1.274 -0.500
C -0.195 0.173 -0.883
C 1.157 2.375 2.771
C -0.160 2.397 3.539
H -4.937 2.384 2.997
H -5.889 1.967 4.427
H -4.542 0.930 3.929
H -3.902 2.381 5.880
H -4.279 3.824 4.890
H -1.342 4.775 1.473
H 0.282 4.848 2.184
H 0.490 3.808 -0.001
H -0.870 2.711 0.329
H 0.865 2.025 -1.207
H 3.133 0.926 -1.432
H 1.930 0.485 -2.665
H 3.064 -1.545 -2.003
H 2.792 -1.191 -0.273
H 1.088 -4.386 -1.532
H 2.561 -5.096 -2.233
H -0.281 -5.526 -3.078
H 1.134 -6.537 -3.412
H 1.160 -5.550 -5.565
H -0.060 -4.372 -5.054
H 1.802 -2.879 -5.188
H 2.957 -4.166 -4.753
H -0.773 -1.899 -0.630
H 0.458 -1.335 0.536
H -0.989 0.559 -0.241
H -0.544 0.183 -1.918
H 1.735 3.283 2.972
H 1.754 1.511 3.070
H -0.657 1.424 3.456
H 0.023 2.593 4.601
*
```

Properties
frontier orbital gap = 9.768 eV
E_HOMO = -9.2 eV
SMILES = CCOC(=O)N1CCN(C(=O)C2CCN(S(=O)(=O)N3CCCC3)CC2)CC1

# 5
This record from OMol25 describes a molecular structure, C48H50BCsN8O5Se at a distorted geometry. The level of theory is wB97M-V/def2-TZVPD.

Structure (ORCA input):
```
! wB97M-V def2-TZVPD RIJCOSX def2/J DEFGRID3
* xyz -2 1
Cs -0.066 -0.317 -0.620
C 0.866 -0.615 3.339
O -0.428 -0.877 2.837
C -1.269 -1.653 3.574
C -0.933 -2.211 4.807
C -1.866 -2.974 5.505
C -3.129 -3.183 4.984
C -3.458 -2.629 3.755
C -2.556 -1.863 3.046
N -2.833 -1.348 1.740
N -4.090 -1.183 1.570
C -4.587 -0.877 0.323
C -3.823 -0.789 -0.877
O -2.571 -0.793 -0.949
C -4.595 -0.704 -2.121
C -5.934 -0.568 -2.132
C -6.686 -0.529 -0.911
C -8.075 -0.349 -0.922
C -8.804 -0.340 0.243
C -8.123 -0.517 1.457
C -6.764 -0.692 1.489
C -5.996 -0.703 0.305
H 0.816 -0.085 4.296
H 1.358 0.026 2.609
H 1.434 -1.545 3.448
H 0.047 -2.052 5.224
H -1.587 -3.407 6.459
H -3.853 -3.784 5.517
H -4.431 -2.793 3.309
H -4.012 -0.731 -3.033
H -6.474 -0.486 -3.071
H -8.567 -0.213 -1.878
H -9.876 -0.197 0.225
H -8.678 -0.512 2.390
H -6.248 -0.821 2.433
C -1.274 3.573 -4.002
C -0.920 3.161 -2.602
N 0.248 2.768 -2.229
N 1.222 2.723 -3.189
C 2.245 1.950 -2.812
O 2.419 1.301 -1.774
C 3.289 1.809 -3.904
C 3.060 2.185 -5.222
C 4.019 1.955 -6.194
C 5.222 1.347 -5.864
C 5.459 0.971 -4.550
C 4.495 1.196 -3.582
C -2.016 3.052 -1.605
C -3.352 3.143 -2.008
C -4.353 2.831 -1.108
C -4.011 2.466 0.182
C -2.664 2.485 0.515
N -1.699 2.775 -0.337
H -0.359 3.680 -4.577
H -1.824 4.515 -4.012
H -1.901 2.824 -4.488
H 2.116 2.654 -5.461
H 3.822 2.241 -7.220
H 5.963 1.150 -6.630
H 6.389 0.486 -4.282
H 4.637 0.871 -2.559
H -3.597 3.410 -3.025
H -5.392 2.846 -1.420
H -4.752 2.154 0.902
H -2.345 2.236 1.519
C 3.330 -5.286 -3.315
C 3.251 -3.820 -2.889
C 3.678 -2.938 -4.057
O 1.892 -3.541 -2.596
B 1.649 -3.385 -1.196
O 2.945 -3.508 -0.585
C 3.987 -3.513 -1.551
C 4.638 -2.131 -1.516
C 5.018 -4.559 -1.139
H 2.685 -5.427 -4.181
H 2.965 -5.934 -2.523
H 4.341 -5.586 -3.585
H 3.113 -3.222 -4.945
H 4.740 -3.054 -4.279
H 3.478 -1.890 -3.860
H 3.930 -1.353 -1.785
H 5.508 -2.063 -2.170
H 4.953 -1.931 -0.494
H 4.553 -5.525 -0.973
H 5.487 -4.252 -0.205
H 5.802 -4.668 -1.890
C 5.340 -2.833 2.512
C 5.619 -1.341 2.663
C 4.638 -0.549 1.926
N 3.806 0.024 1.404
H 6.014 -3.401 3.150
H 5.480 -3.149 1.481
H 4.315 -3.065 2.786
H 6.616 -1.087 2.287
H 5.574 -1.031 3.711
C 0.156 4.709 1.281
N 1.479 4.287 0.904
C 2.265 3.425 1.580
Se 2.117 2.974 3.353
N 3.289 3.068 0.765
C 3.160 3.709 -0.449
C 3.962 3.741 -1.575
C 3.558 4.560 -2.615
C 2.393 5.328 -2.529
C 1.596 5.304 -1.397
C 2.006 4.483 -0.359
H 0.001 4.428 2.321
H -0.561 4.197 0.644
H 0.073 5.793 1.178
H 3.771 2.192 0.915
H 4.840 3.123 -1.657
H 4.146 4.586 -3.522
H 2.099 5.940 -3.371
H 0.684 5.877 -1.334
*
```

Properties
frontier orbital gap = 3.763 eV
E_HOMO = -0.2 eV

no.,total energy (eV)
1,-141476.6560
2,-42649.9150
3,-11957.8502
4,-45150.0070
5,-139318.1837